1.
Computed, not measured: a cluster of 3 separate species, C4H10N2O2 in total, with the ωB97M-V functional and the def2-TZVPD basis.

Output
LUMO ... 0.71 eV
SMILES string ... Cc1cnc[nH]1.O.O
HOMO level ... -0.316 Eh
Spin multiplicity ... 1
Frontier orbital gap ... 0.34218 hartree

Last column: Löwdin charge in e.
Cartesian coordinates (Å):
O1 2.540 -1.790 0.234  -0.014
O2 -2.642 1.897 0.117  -0.080
N1 0.652 0.773 0.253  0.070
N2 0.020 0.205 -1.793  0.030
C1 -0.486 -0.749 -0.867  -0.123
C2 -0.509 -0.852 1.936  -0.025
C3 0.640 1.073 -1.111  -0.246
C4 -0.160 -0.355 0.440  -0.282
H1 0.299 -1.118 2.638  0.062
H2 1.125 1.943 -1.571  0.122
H3 -3.393 1.492 0.587  0.042
H4 -0.991 0.067 2.381  0.069
H5 2.568 -2.119 -0.655  0.036
H6 -2.189 1.187 -0.380  0.013
H7 0.828 1.447 1.010  0.158
H8 -1.318 -1.588 2.113  0.067
H9 -1.010 -1.638 -1.248  0.100
H10 3.275 -2.073 0.712  0.001

***

2.
Computed, not measured: the ion C7H13N with charge -1, with the ωB97M-V functional and the def2-TZVPD basis.

Output
LUMO (spin up / spin down) ... 3.93 / 3.84 eV
HOMO level (spin up / spin down) ... 0.028 / -0.088 Eh
Spin multiplicity ... 2
Total charge ... -1
Frontier orbital gap (spin up / spin down) ... 0.11626 / 0.22935 hartree
⟨S²⟩ ... 0.767

Last column: Mulliken spin population.
Cartesian coordinates (Å):
N1 0.217 2.876 0.046  0.019
C1 -1.751 -1.088 0.176  -0.040
C2 1.752 0.468 0.462  0.126
C3 -0.332 1.557 -0.079  0.512
C4 -2.242 -2.234 -0.691  0.047
C5 -0.146 -1.053 -0.062  -0.089
C6 2.615 -0.568 0.218  0.438
C7 0.347 0.382 0.161  -0.097
H1 -1.372 1.445 -0.366  0.066
H2 0.013 3.371 -0.836  0.012
H3 3.645 -0.546 0.657  -0.012
H4 -2.191 -0.192 -0.035  0.030
H5 -3.179 -2.724 -0.339  -0.005
H6 2.272 -1.413 -0.346  0.008
H7 1.249 3.056 0.285  -0.037
H8 2.215 1.301 1.046  0.035
H9 0.163 -1.829 0.765  0.021
H10 0.108 -1.434 -1.021  -0.015
H11 -2.495 -1.864 -1.672  -0.014
H12 -2.015 -1.064 1.380  -0.004
H13 -1.399 -3.027 -0.947  -0.001

***

3.
Computed, not measured: an isolated molecule of C3H6N2O, with the ωB97M-V functional and the def2-TZVPD basis.

Output
LUMO ... 0.78 eV
SMILES string ... NN1CCC1=O
HOMO level ... -0.355 Eh
Spin multiplicity ... 1
Frontier orbital gap ... 0.38388 hartree

Last column: Löwdin charge in e.
Cartesian coordinates (Å):
O1 -0.763 1.517 -0.965  0.095
N1 -0.374 -0.419 0.368  -0.134
N2 -0.878 -0.063 1.675  0.045
C1 1.041 -0.250 -1.095  -0.071
C2 0.961 -1.019 0.232  -0.157
C3 -0.174 0.516 -0.626  -0.467
H1 -1.441 -0.895 2.055  0.105
H2 1.801 -0.727 0.925  0.121
H3 0.728 -0.837 -1.951  0.117
H4 1.942 0.322 -1.194  0.108
H5 0.924 -2.187 0.161  0.136
H6 -0.062 0.081 2.351  0.101

***

What did we get for ΔE to the lowest compared entry with this formula, charge and spin? Answer: 212.0 165.1 243.8 kJ/mol, in the order shown.
What did we get for E? Answer: -11384.7059 -8956.2071 -8234.1715 eV, in the order shown.